Entry 1:
The following is a quantum chemistry calculation of 2 unconnected molecules or ions with the total composition C4H7NO2 at a distorted geometry, from the OMol25 dataset.

```
14
Properties=species:S:1:pos:R:3:lowdin_charge:R:1
C -0.583 -0.259 -1.771 0.015
C 0.026 0.968 -1.244 -0.630
O -0.487 1.620 -0.368 0.065
O 1.222 1.290 -1.653 0.128
H 0.142 -0.997 -1.854 0.060
H -1.413 -0.500 -0.988 0.130
H -1.018 -0.158 -2.763 0.090
H 1.748 1.915 -1.165 0.125
C -0.865 -0.377 2.074 -0.008
C 0.356 -0.721 1.867 -0.300
N 1.458 -1.089 1.564 0.152
H -1.603 -0.991 1.800 0.011
H -1.043 0.730 2.212 0.096
H 2.060 -1.430 2.290 0.067
```

Kohn-Sham gap in eV: 9.8
Relative energy (zero: lowest compared OMol25 entry of this formula, charge and spin) in kcal/mol: 55.2
Highest occupied orbital energy in Ha: -0.330
Structure (SMILES): CC(=O)O.C=C=N
Energy in eV: -9844.8866

Entry 2:
The following is a quantum chemistry calculation of 2 unconnected molecules or ions with the total composition C15H15NO5 at a distorted geometry, from the OMol25 dataset.

```
36
Properties=species:S:1:pos:R:3:lowdin_charge:R:1
C -0.114 6.125 -2.476 -0.048
O -0.626 5.547 -1.246 -0.077
C -0.139 4.364 -0.781 -0.240
C -0.735 3.811 0.385 0.012
C -0.374 2.562 0.828 -0.006
C 0.551 1.785 0.097 -0.165
C 0.911 0.475 0.622 -0.075
O 2.031 -0.023 0.160 -0.057
C 2.553 -1.241 0.721 0.007
C 1.263 2.391 -0.968 0.013
C 0.909 3.649 -1.415 -0.003
H -0.703 7.034 -2.585 0.092
H 0.953 6.377 -2.397 0.096
H -0.278 5.467 -3.342 0.099
H -1.506 4.400 0.881 0.125
H -0.791 2.127 1.735 0.129
H 0.588 0.221 1.642 0.157
H 3.355 -1.561 0.053 0.103
H 2.930 -1.055 1.736 0.106
H 1.764 -2.002 0.752 0.095
H 2.096 1.874 -1.448 0.128
H 1.405 4.094 -2.283 0.110
O -0.470 -0.927 0.105 -0.088
C -0.879 -2.130 0.323 -0.381
C -1.313 -2.629 1.624 -0.023
C -1.431 -3.975 1.878 -0.021
C -1.265 -4.910 0.828 -0.191
N -1.286 -6.306 1.115 -0.341
O -1.116 -7.114 0.171 0.020
O -1.464 -6.666 2.304 0.018
C -1.029 -4.464 -0.495 -0.018
C -0.909 -3.121 -0.749 -0.017
H -1.507 -1.892 2.403 0.100
H -1.654 -4.351 2.880 0.116
H -0.950 -5.198 -1.299 0.117
H -0.767 -2.738 -1.758 0.106
```

Kohn-Sham gap in eV: 6.6
Relative energy (zero: lowest compared OMol25 entry of this formula, charge and spin) in kcal/mol: 135.2
Highest occupied orbital energy in Ha: -0.278
Energy in eV: -27520.3898